ORCA calculation (ωB97M-V/def2-TZVPD) on 9 unconnected molecules or ions with the total composition C18H48F6N8O12P at a distorted geometry.

Computed properties:
- charge = +2
- strongest force on any atom (eV Å⁻¹) = 5.9
- energy (eV) = -81507.4542
- gap between HOMO and LUMO (spin up / spin down) (eV) = 3.73 / 6.94
- 2S+1 = 2
- LUMO (spin up / spin down) (eV) = -5.28 / -5.27

Cartesian coordinates (Å):
C (-15.895, -13.270, 8.432)
C (-16.719, -11.977, 8.416)
O (-17.210, -11.519, 9.436)
N (-17.023, -11.439, 6.999)
H (-16.150, -11.358, 6.496)
H (-17.654, -12.084, 6.545)
C (-17.940, -10.123, 6.917)
H (-16.572, -14.120, 8.527)
H (-15.282, -13.337, 9.331)
H (-15.197, -13.334, 7.597)
H (-18.084, -9.817, 5.881)
H (-17.262, -9.481, 7.479)
H (-18.897, -10.271, 7.418)
C (-13.238, -14.456, 4.777)
C (-12.152, -15.438, 5.055)
O (-11.836, -16.443, 4.484)
N (-11.331, -15.065, 6.340)
H (-11.799, -15.211, 7.222)
H (-10.584, -15.731, 6.474)
C (-10.587, -13.722, 6.249)
H (-12.723, -13.563, 4.423)
H (-13.916, -14.324, 5.620)
H (-13.855, -14.764, 3.933)
H (-9.876, -13.716, 7.074)
H (-11.268, -12.871, 6.226)
H (-10.007, -13.873, 5.339)
C (-20.118, -10.208, 2.595)
C (-19.768, -10.522, 1.083)
O (-20.049, -9.794, 0.115)
N (-19.084, -11.872, 0.767)
H (-19.613, -12.629, 1.176)
H (-19.028, -12.105, -0.215)
C (-17.702, -12.016, 1.403)
H (-19.477, -9.508, 3.130)
H (-19.965, -11.071, 3.242)
H (-21.175, -9.941, 2.565)
H (-17.305, -13.013, 1.218)
H (-17.727, -11.856, 2.481)
H (-17.015, -11.347, 0.885)
C (-20.470, -13.732, 7.969)
C (-21.070, -14.753, 6.947)
O (-21.527, -15.863, 7.288)
N (-21.341, -14.177, 5.516)
H (-21.116, -13.193, 5.547)
H (-20.795, -14.473, 4.719)
C (-22.851, -14.370, 5.183)
H (-20.802, -12.695, 7.910)
H (-19.391, -13.686, 7.824)
H (-20.618, -13.979, 9.021)
H (-23.115, -13.568, 4.494)
H (-23.473, -14.371, 6.078)
H (-22.975, -15.381, 4.793)
C (-16.971, -17.391, 7.909)
C (-15.571, -17.290, 7.350)
O (-14.860, -16.295, 7.432)
N (-14.973, -18.591, 6.855)
H (-14.077, -18.850, 7.243)
H (-15.628, -19.326, 7.084)
C (-14.803, -18.538, 5.260)
H (-17.671, -17.643, 7.112)
H (-17.280, -16.503, 8.461)
H (-16.878, -18.139, 8.696)
H (-14.404, -19.525, 5.029)
H (-14.166, -17.678, 5.051)
H (-15.825, -18.433, 4.897)
C (-19.515, -16.898, -1.063)
C (-19.945, -17.898, 0.014)
O (-21.139, -18.239, 0.086)
N (-18.833, -18.549, 0.944)
H (-18.968, -19.520, 1.188)
H (-17.989, -18.548, 0.388)
C (-18.756, -17.781, 2.288)
H (-18.744, -17.350, -1.686)
H (-19.180, -15.980, -0.580)
H (-20.402, -16.659, -1.649)
H (-17.881, -18.096, 2.856)
H (-19.685, -18.013, 2.808)
H (-18.641, -16.717, 2.082)
P (-17.587, -14.552, 4.854)
F (-16.687, -15.797, 4.205)
F (-16.977, -14.727, 6.296)
F (-16.454, -13.532, 4.203)
F (-18.350, -13.327, 5.557)
F (-18.461, -14.420, 3.469)
F (-18.746, -15.594, 5.264)
N (-21.011, -14.558, 1.805)
O (-21.193, -15.643, 2.281)
O (-20.731, -14.437, 0.638)
O (-21.031, -13.544, 2.501)
N (-21.478, -10.689, 5.421)
O (-22.446, -11.138, 4.850)
O (-20.563, -11.440, 5.775)
O (-21.354, -9.480, 5.731)

Cartesian forces, eV/Å:
C 0.3 1.0 0.1
C -0.9 -0.6 3.2
O 1.0 -0.4 -3.7
N -2.1 1.5 1.3
H 0.1 0.1 -0.4
H 0.2 -1.3 -0.6
C 2.2 -0.3 1.1
H 0.0 0.0 -0.6
H -0.2 0.5 0.2
H -0.5 -0.4 -0.2
H 0.2 -0.4 0.2
H -0.7 0.8 -0.2
H 0.3 -0.3 -0.1
C 0.2 -0.2 -0.7
C -0.4 -1.8 -0.2
O -0.2 1.8 1.1
N 0.9 0.5 -0.1
H -1.3 0.4 0.3
H 0.4 -0.7 -0.7
C 0.0 -1.2 -0.2
H -0.2 0.5 0.4
H 0.3 0.2 0.2
H 0.2 -0.4 0.1
H -0.3 0.3 0.1
H 0.2 -0.3 0.0
H -0.1 0.7 -0.1
C 0.7 -1.5 -1.2
C -1.2 3.2 -2.1
O 1.4 -3.2 3.8
N 1.3 0.4 1.5
H -1.4 -0.7 0.5
H -0.2 0.6 -0.6
C 0.2 0.2 -0.7
H -0.1 0.8 -0.9
H -0.5 -0.6 -0.4
H 0.2 0.3 0.3
H -0.5 -0.1 0.1
H -0.3 0.1 -0.3
H -0.2 0.3 0.3
C 0.2 -0.3 -0.4
C -1.9 -2.5 2.0
O 2.1 4.4 -2.1
N -1.9 -1.1 1.8
H 0.0 1.7 0.2
H 0.4 -1.0 -0.4
C 0.7 -0.3 0.0
H -0.3 -0.1 -0.8
H 0.1 -0.1 -0.2
H -0.3 -0.8 -0.3
H 0.0 -0.3 0.1
H 0.4 0.5 0.2
H 0.3 0.3 -0.4
C 1.1 -0.8 0.2
C -2.1 -1.2 -0.1
O 3.0 2.3 -0.1
N -1.0 1.3 -2.0
H 0.7 0.1 0.4
H -0.2 -0.4 0.0
C -0.5 -0.8 2.3
H -0.5 -0.1 0.4
H 0.2 0.2 -0.5
H -0.9 -0.6 0.1
H 0.3 0.3 -0.5
H -0.2 -0.3 -0.1
H 0.3 0.2 -0.1
C 0.4 -0.6 1.1
C -5.7 -0.9 -1.2
O 5.6 0.6 0.9
N -0.7 1.3 0.3
H -0.8 -0.5 -0.2
H 0.6 0.4 0.1
C 0.3 0.0 -0.6
H 0.1 0.2 -0.1
H 0.2 0.0 0.0
H 0.1 -0.2 0.2
H -0.1 -0.3 -0.2
H 0.1 0.3 -0.1
H -0.3 -0.1 0.0
P -0.4 -2.0 -2.1
F -0.6 0.8 0.7
F 2.0 -0.5 0.0
F -0.5 -0.2 1.2
F -1.2 1.3 -1.0
F 0.9 0.7 0.2
F -0.2 -0.3 0.6
N 0.4 0.7 0.8
O -0.6 -2.7 1.5
O 1.1 0.3 -3.7
O -0.1 1.8 1.5
N -0.4 2.9 1.1
O -1.0 -0.4 -0.8
O 2.1 -2.4 0.5
O -0.3 -0.5 -0.7

Here are the Mulliken charges for atoms 1 to 4, given in e: -0.3586, 0.6591, -0.4387, 0.3770